14
Properties=species:S:1:pos:R:3:nbo_charge:R:1 method="wB97M-V/def2-TZVPD" lumo_energy_ha=0.020 orbital_gap_ev=9.719 spin_multiplicity=1
C 0.30 -1.16 0.92 -0.07
C 1.04 -1.01 -0.01 0.02
C 1.54 -0.57 -1.28 -0.17
O 0.58 0.41 -1.76 -0.38
N 0.64 1.44 -0.79 -0.13
C -0.34 1.36 -0.02 0.23
N -1.46 0.47 0.03 -0.49
N -1.81 -0.14 1.21 -0.20
C -0.92 -0.98 1.67 -0.03
H 1.57 -1.37 -2.06 0.23
H 2.54 -0.08 -1.20 0.22
H -0.36 2.10 0.81 0.18
H -2.27 0.98 -0.19 0.38
H -1.06 -1.43 2.66 0.22

27
Properties=species:S:1:pos:R:3:mulliken_spin:R:1 method="wB97M-V/def2-TZVPD" lumo_energy_ha="0.123 / 0.122" s2=0.771 orbital_gap_ev="2.626 / 6.035" spin_multiplicity=2 charge=-1
C 2.20 -2.70 2.38 0.00
C 2.28 -3.07 3.87 0.00
H 2.19 -1.62 2.28 0.00
H 3.08 -3.11 1.89 0.00
H 1.31 -3.09 1.88 0.01
H 1.99 -4.11 4.04 0.00
H 1.64 -2.39 4.44 0.00
H 3.31 -2.91 4.21 0.00
C -0.22 1.08 2.08 0.03
C -0.54 0.52 -0.43 0.12
C -0.08 1.37 0.63 -0.14
C -0.54 1.27 -1.62 -0.09
C 0.17 2.61 0.06 0.32
C -1.28 -1.42 -1.70 -0.03
C -1.41 -0.63 -2.84 0.05
C -0.85 -0.87 -0.48 0.33
C -0.97 0.74 -2.83 0.28
N 0.02 2.50 -1.32 -0.04
H -1.35 -2.50 -1.82 0.00
H -1.64 -1.10 -3.79 0.03
H -0.52 -1.58 0.28 0.06
H -1.11 1.31 -3.74 0.04
H 0.71 0.70 2.53 0.00
H -0.97 0.32 2.33 -0.03
H 0.53 3.49 0.56 0.05
H 0.09 3.26 -1.99 -0.01
H -0.47 1.97 2.65 0.02

51
Properties=species:S:1:pos:R:3:nbo_charge:R:1 method="wB97M-V/def2-TZVPD" lumo_energy_ha=0.006 orbital_gap_ev=9.093 spin_multiplicity=1
C -6.17 -0.28 0.49 -0.58
H -6.45 0.71 0.59 0.19
C -4.90 -0.14 -0.61 -0.36
H -4.64 -1.27 -0.80 0.19
H -5.38 0.01 -1.68 0.24
C -3.97 0.54 0.01 -0.56
C -2.83 0.56 -0.84 -0.49
H -3.04 1.16 -2.08 0.21
H -2.33 -0.25 -1.25 0.23
S -1.44 1.74 -0.31 2.08
O -0.37 1.94 -1.14 -0.93
O -2.16 3.17 -0.18 -0.92
C -1.12 0.96 1.23 -0.58
C -0.41 0.21 1.84 -0.06
C 0.39 -0.96 1.03 -0.28
C 0.55 -1.01 -0.22 -0.46
H 0.17 -0.36 -0.87 0.25
C 0.17 -2.46 -0.67 -0.29
C -1.18 -2.36 -0.62 -0.22
C -1.55 -2.38 0.87 -0.20
H -2.51 -2.41 1.17 0.21
C -0.30 -2.27 1.60 -0.27
H -0.18 -2.53 2.55 0.23
C 0.61 -3.14 0.65 -0.39
H 1.74 -2.93 0.42 0.23
H 0.47 -4.22 0.43 0.23
H -1.99 -2.68 -1.37 0.25
H 0.64 -2.54 -1.75 0.29
S 2.34 -0.81 -0.62 2.15
O 2.71 -1.47 -1.91 -0.98
O 3.19 -1.14 0.35 -0.96
C 2.67 0.98 -1.11 -0.59
C 2.68 1.86 0.31 -0.31
C 3.84 1.50 1.18 -0.35
C 5.10 2.18 0.64 -0.65
H 5.99 2.35 1.39 0.23
H 5.46 1.76 -0.45 0.21
H 4.98 3.32 0.70 0.21
H 3.63 2.13 2.19 0.17
H 3.90 0.69 1.46 0.17
H 2.65 2.80 0.18 0.18
H 1.59 1.64 1.07 0.16
H 1.81 1.27 -1.64 0.25
H 3.61 0.94 -1.46 0.23
H 1.28 -0.84 1.57 0.26
H -0.28 -0.07 2.87 0.23
H -1.57 1.68 2.08 0.27
H -4.13 1.49 0.19 0.25
H -3.54 0.30 0.80 0.23
H -6.03 -0.65 1.40 0.19
H -7.01 -0.84 -0.05 0.20

16
Properties=species:S:1:pos:R:3:nbo_charge:R:1 method="wB97M-V/def2-TZVPD" lumo_energy_ha=0.033 orbital_gap_ev=9.709 spin_multiplicity=1
C 0.01 -1.79 0.36 -0.63
C 0.18 -0.74 -0.86 -0.06
C 0.67 0.64 -0.73 -0.12
C 1.03 1.22 0.60 -0.65
N -0.69 0.41 -1.15 -0.49
C -2.00 0.80 -0.01 0.59
O -2.61 0.00 0.60 -0.49
H -0.68 -2.50 -0.12 0.22
H -0.41 -1.25 1.17 0.22
H 1.03 -2.27 0.41 0.21
H 0.56 -1.32 -1.68 0.18
H 1.33 0.77 -1.51 0.20
H 1.38 2.31 0.47 0.22
H 1.89 0.55 1.04 0.22
H 0.29 1.31 1.49 0.22
H -2.01 1.86 -0.08 0.14

24
Properties=species:S:1:pos:R:3:nbo_charge:R:1 method="wB97M-V/def2-TZVPD" lumo_energy_ha=-0.109 orbital_gap_ev=9.161 spin_multiplicity=1 charge=+1
O 3.99 -0.28 -0.09 -0.61
C 2.89 0.52 -0.23 0.12
C 1.67 0.31 0.22 0.05
C 0.44 1.37 -0.15 -0.27
N -0.77 0.87 -1.02 -0.62
C -2.11 0.37 -0.32 0.27
O -2.50 1.06 0.71 -0.66
C -1.51 -1.10 0.12 0.05
O -1.05 -1.62 -1.15 -0.72
C -0.33 -1.02 1.10 -0.28
N 0.95 -0.90 0.42 -0.68
H 3.58 -1.03 0.27 0.46
H 3.16 1.57 -0.41 0.21
H -0.04 1.48 0.84 0.22
H 0.67 2.44 -0.45 0.25
H -0.98 1.63 -1.64 0.43
H -0.55 -0.12 -1.44 0.48
H -2.64 0.17 -1.22 0.20
H -3.00 1.80 0.61 0.51
H -2.35 -1.77 0.44 0.23
H -0.14 -2.03 -0.96 0.51
H -0.52 -0.21 1.83 0.22
H -0.35 -1.87 1.73 0.24
H 1.50 -1.65 0.79 0.39

20
Properties=species:S:1:pos:R:3:nbo_charge:R:1 method="wB97M-V/def2-TZVPD" lumo_energy_ha=0.035 orbital_gap_ev=9.016 spin_multiplicity=1
N 0.00 -3.52 -0.84 -0.83
C -0.19 -2.30 -0.26 0.02
C -0.47 -1.11 -0.83 -0.33
C -0.77 0.04 0.10 -0.44
C 0.02 1.35 -0.19 -0.09
N -0.60 2.43 -0.93 -0.83
C 0.44 1.89 1.20 -0.06
O 1.57 1.14 1.69 -0.72
H 0.20 -4.35 -0.30 0.39
H -0.55 -3.72 -1.66 0.38
H -0.15 -2.33 0.86 0.17
H -0.25 -1.04 -1.89 0.20
H -0.59 -0.35 1.10 0.20
H -1.87 0.21 0.01 0.21
H 0.81 0.98 -0.85 0.20
H -0.60 2.22 -1.92 0.36
H -1.56 2.65 -0.70 0.36
H -0.35 1.66 2.00 0.15
H 0.65 2.96 1.22 0.19
H 1.49 0.27 1.30 0.46

12
Properties=species:S:1:pos:R:3:nbo_charge:R:1 method="wB97M-V/def2-TZVPD" lumo_energy_ha="-0.001 / -0.001" orbital_gap_ev="8.216 / 8.217" spin_multiplicity=1
C 0.14 0.98 1.24 -0.64
C -0.40 -0.19 0.47 0.05
O -1.34 0.19 -0.62 -0.46
C -0.60 -0.52 -1.50 0.17
C 0.47 -0.88 -0.62 0.08
O 1.54 -1.62 -0.59 -0.70
H 0.94 0.63 1.90 0.24
H 0.56 1.73 0.56 0.22
H -0.63 1.46 1.85 0.22
H -0.90 -0.93 1.11 0.21
H 1.20 -0.12 -1.29 0.38
H -0.97 -0.73 -2.50 0.22

22
Properties=species:S:1:pos:R:3:nbo_charge:R:1 method="wB97M-V/def2-TZVPD" lumo_energy_ha=-0.127 orbital_gap_ev=9.824 spin_multiplicity=1 charge=+1
C -1.13 -3.17 0.20 -0.34
C -0.60 -2.20 -0.52 -0.24
C -0.85 -0.74 -0.56 -0.07
C -1.77 -0.08 -1.25 -0.38
C -0.05 -0.09 0.58 -0.44
C 0.41 1.36 0.23 -0.05
C 1.20 1.93 1.46 -0.64
N 1.26 1.20 -1.00 -0.68
H -0.63 -4.13 0.25 0.22
H -2.02 -3.06 0.80 0.21
H 0.35 -2.37 -1.04 0.20
H -2.61 -0.57 -1.72 0.24
H -1.88 1.00 -1.31 0.19
H 0.79 -0.72 0.84 0.22
H -0.61 -0.04 1.51 0.26
H -0.46 2.00 0.09 0.24
H 2.28 2.00 1.32 0.22
H 0.74 2.91 1.58 0.24
H 1.14 1.27 2.31 0.25
H 2.10 0.73 -0.69 0.44
H 1.58 2.11 -1.33 0.44
H 0.77 0.69 -1.74 0.46